No. 1
Formula: C2H8N2O2
Source: the Open Molecules 2025 dataset
Level of theory: ωB97M-V/def2-TZVPD

The spin multiplicity is 1. The highest occupied orbital energy is -9.57 eV. Its energy relative to the best compared isomer or geometry (same formula, charge and spin) is 1.3131 eV. As for the gap between HOMO and LUMO: 10.6 eV.

Each line ends with the Löwdin charge.
Positions of all 14 atoms, in Å:
O1 -1.09301 1.28825 -0.04051  -0.149
O2 1.46286 -1.34187 -0.04334  -0.009
N1 1.68440 0.80991 -0.65800  0.107
N2 -1.66757 -1.04378 -0.18382  0.023
C1 -1.48204 0.05844 0.70168  -0.314
C2 2.20976 -0.38616 -0.10804  -0.351
H1 3.28954 -0.34227 0.12784  0.122
H2 2.34210 1.52823 -0.83016  0.064
H3 0.75008 0.99919 -0.29357  0.044
H4 -0.59586 -0.02889 1.31641  0.093
H5 -1.67222 1.33562 -0.86359  0.117
H6 -2.03754 -1.88258 0.18181  0.058
H7 -2.41868 0.32268 1.29498  0.132
H8 -0.77180 -1.31677 -0.60171  0.063

***

No. 2
Formula: C2H8N2O2
Source: the Open Molecules 2025 dataset
Level of theory: ωB97M-V/def2-TZVPD

The spin multiplicity is 1. The highest occupied orbital energy is -9.32 eV. Its energy relative to the best compared isomer or geometry (same formula, charge and spin) is 2.7904 eV. As for the gap between HOMO and LUMO: 9.8 eV.

Each line ends with the Löwdin charge.
Positions of all 14 atoms, in Å:
O1 6.15246 1.49396 1.45009  0.063
O2 4.58764 -0.16488 1.55535  0.041
N1 -1.96902 -0.04681 0.39504  -0.017
N2 -3.74338 -0.58353 -1.35741  -0.073
C1 5.15479 0.91084 1.03640  -0.397
C2 -2.53380 0.07725 -1.01034  -0.434
H1 -2.77124 -0.16639 0.97901  0.035
H2 4.77176 -1.03668 1.10811  0.150
H3 -3.47597 -1.63263 -0.90447  0.141
H4 -2.84832 1.14718 -1.03480  0.096
H5 -1.45440 -0.93640 0.40457  0.050
H6 -1.76521 -0.02928 -1.85863  0.125
H7 4.54819 1.26081 0.14746  0.142
H8 -4.65348 -0.29344 -0.91039  0.077